1.
The following is a DFT calculation (the ωB97M-V functional and the def2-TZVPD basis) of a molecular structure, C37H43BaBr2F2GeN5O7P2S.

Geometry as XYZ:
```
101
Properties=species:S:1:pos:R:3
Ba 1.351 0.207 -0.505
C 1.350 -3.744 -1.120
C 2.462 -3.395 -0.174
C 3.475 -4.342 0.100
C 4.466 -4.040 0.986
C 4.474 -2.778 1.624
C 5.428 -2.371 2.579
Br 6.813 -3.561 3.127
C 5.382 -1.123 3.140
C 4.383 -0.233 2.752
Br 4.323 1.508 3.498
C 3.395 -0.533 1.805
O 2.494 0.302 1.436
C 3.446 -1.873 1.255
N 2.464 -2.205 0.376
H 1.010 -4.768 -0.959
H 1.713 -3.675 -2.149
H 0.518 -3.052 -1.002
H 3.459 -5.303 -0.399
H 5.250 -4.751 1.206
H 6.115 -0.819 3.874
N 0.119 -0.749 -4.015
C 0.601 0.662 -3.773
C 0.544 1.506 -5.033
P 2.295 0.431 -3.043
O 3.218 0.425 -4.368
O 2.727 1.479 -2.093
O 2.201 -0.977 -2.502
P -0.521 1.386 -2.474
O 0.287 2.615 -1.807
O -1.750 1.898 -3.119
O -0.614 0.311 -1.429
H 0.069 -0.979 -5.005
H -0.785 -1.008 -3.569
H 0.847 -1.338 -3.525
H 1.078 1.034 -5.859
H 1.012 2.471 -4.835
H -0.495 1.684 -5.316
H 4.002 0.974 -4.225
H 0.024 3.448 -2.221
N -3.406 -0.956 -0.834
C -3.108 -1.243 -2.116
S -2.109 -2.545 -2.462
N -3.708 -0.440 -3.024
C -3.624 -0.371 -4.433
C -4.016 0.838 -5.010
C -3.911 1.034 -6.373
C -3.439 0.021 -7.196
C -3.108 -1.201 -6.636
C -3.205 -1.407 -5.264
H -2.825 -1.371 -0.126
H -3.815 -0.063 -0.598
H -4.063 0.422 -2.632
H -4.365 1.638 -4.370
H -4.197 1.988 -6.795
H -3.340 0.176 -8.262
H -2.770 -2.016 -7.264
H -2.967 -2.374 -4.854
F -3.347 2.031 0.508
C -2.242 1.527 1.169
F -2.706 0.398 1.829
H -1.525 1.202 0.412
C -0.121 -3.769 2.819
C -1.096 -2.580 2.857
C -1.195 -1.995 4.272
C -2.483 -2.997 2.350
C -0.549 -1.553 1.970
N -0.072 -0.768 1.283
H -0.449 -4.527 3.531
H 0.888 -3.448 3.080
H -0.093 -4.210 1.821
H -1.672 -2.724 4.928
H -1.788 -1.079 4.271
H -0.208 -1.758 4.661
H -2.888 -3.763 3.011
H -2.422 -3.413 1.342
H -3.163 -2.145 2.349
Ge -1.570 2.873 2.508
C -0.821 1.966 4.068
C -1.538 1.971 5.263
C -1.009 1.385 6.404
C 0.258 0.818 6.367
C 0.978 0.810 5.180
C 0.439 1.366 4.030
C -0.371 4.164 1.673
C 0.919 3.807 1.281
C 1.782 4.761 0.763
C 1.364 6.076 0.623
C 0.077 6.438 0.999
C -0.783 5.488 1.530
H -2.858 3.589 2.931
H -2.516 2.438 5.300
H -1.582 1.378 7.323
H 0.680 0.377 7.261
H 1.968 0.369 5.148
H 1.008 1.325 3.107
H 1.265 2.783 1.377
H 2.785 4.474 0.475
H 2.038 6.820 0.218
H -0.255 7.462 0.882
H -1.782 5.774 1.837
```

Output
Highest occupied orbital energy, hartree: -0.2574
Kohn-Sham gap, eV: 7.144
Maximum force, eV/Å: 4.6
LUMO level, eV: 0.14
ΔE to the lowest compared entry with this formula, charge and spin, kcal/mol: 0.0

2.
The following is a DFT calculation (the ωB97M-V functional and the def2-TZVPD basis) of a single C6H13NO2 molecule.

Geometry as XYZ:
```
22
Properties=species:S:1:pos:R:3
C 1.115 1.896 0.176
N -0.079 1.038 0.043
C 0.105 -0.499 -0.067
C 0.493 -1.013 1.317
C 1.171 -0.796 -1.115
C -1.283 -1.050 -0.496
C -2.358 -0.009 -0.063
O -2.547 0.082 1.169
O -2.600 0.872 -0.935
H 1.713 1.841 -0.730
H 0.788 2.922 0.337
H 1.715 1.574 1.025
H -0.717 1.146 0.852
H -0.795 1.335 -0.736
H -0.321 -0.827 2.019
H 1.417 -0.562 1.683
H 0.650 -2.090 1.259
H 2.171 -0.505 -0.786
H 1.182 -1.870 -1.301
H 0.944 -0.300 -2.061
H -1.445 -2.012 -0.013
H -1.318 -1.173 -1.579
```

Output
Highest occupied orbital energy, hartree: -0.3192
Kohn-Sham gap, eV: 9.007
Structure (SMILES): C[NH2+]C(C)(C)CC(=O)[O-]
Maximum force, eV/Å: 1.5
LUMO level, eV: 0.32
ΔE to the lowest compared entry with this formula, charge and spin, kcal/mol: 27.7

3.
The following is a DFT calculation (the ωB97M-V functional and the def2-TZVPD basis) of a single C18H26N2O4S molecule.

Geometry as XYZ:
```
51
Properties=species:S:1:pos:R:3
C -1.914 -4.265 -0.216
C -1.007 -3.158 0.213
C 0.315 -3.420 0.563
C 1.177 -2.408 0.950
C 0.705 -1.111 0.991
S 1.771 0.237 1.481
O 1.020 1.463 1.371
O 2.392 -0.063 2.736
N 2.951 0.142 0.293
C 2.479 0.610 -0.992
C 3.473 0.206 -2.078
C 4.856 0.766 -1.753
C 5.282 0.301 -0.363
C 4.231 0.714 0.662
C -0.597 -0.822 0.647
C -1.462 -1.835 0.246
C -2.881 -1.446 -0.055
O -3.850 -2.028 0.392
N -2.966 -0.368 -0.866
C -4.157 0.430 -1.007
C -3.940 1.795 -0.333
C -3.807 1.722 1.190
C -2.917 2.924 1.495
C -2.024 3.001 0.252
O -2.716 2.345 -0.807
H -2.077 -4.218 -1.292
H -1.488 -5.234 0.030
H -2.883 -4.159 0.265
H 0.671 -4.440 0.535
H 2.199 -2.607 1.229
H 1.503 0.152 -1.169
H 2.349 1.702 -0.980
H 3.523 -0.884 -2.120
H 3.126 0.575 -3.043
H 5.579 0.437 -2.501
H 4.819 1.858 -1.775
H 5.378 -0.786 -0.356
H 6.244 0.736 -0.091
H 4.468 0.339 1.658
H 4.164 1.812 0.707
H -0.918 0.205 0.725
H -2.122 0.117 -1.136
H -4.984 -0.103 -0.534
H -4.372 0.578 -2.069
H -4.768 2.465 -0.612
H -4.774 1.770 1.686
H -3.312 0.793 1.478
H -2.330 2.800 2.401
H -3.523 3.827 1.585
H -1.825 4.033 -0.052
H -1.062 2.501 0.419
```

Output
Highest occupied orbital energy, hartree: -0.3488
Kohn-Sham gap, eV: 9.997
Structure (SMILES): Cc1ccc(S(=O)(=O)N2CCCCC2)cc1C(=O)NC[C@H]1CCCO1
Maximum force, eV/Å: 1.0
LUMO level, eV: 0.51
ΔE to the lowest compared entry with this formula, charge and spin, kcal/mol: 34.2

4.
The following is a DFT calculation (the ωB97M-V functional and the def2-TZVPD basis) of 2 unconnected molecules or ions with the total composition C4H12NO2.

Geometry as XYZ:
```
19
Properties=species:S:1:pos:R:3
C -1.602 0.652 0.804
C -0.276 0.700 -0.023
C 0.060 -0.800 -0.250
C 0.346 -1.718 0.966
O 1.543 -1.504 1.582
N 1.026 1.103 0.659
H -2.431 0.392 -0.003
H -1.964 1.439 1.377
H -1.574 -0.298 1.262
H -0.383 1.332 -1.090
H 0.888 -0.840 -0.993
H -0.728 -1.210 -0.985
H 0.339 -2.758 0.632
H -0.466 -1.678 1.734
H 1.217 0.120 1.219
H 0.715 1.814 1.372
H 1.503 0.986 -2.238
H 0.450 0.987 -2.899
O 1.337 1.280 -3.127
```

Output
Highest occupied orbital energy, hartree: -0.1084
Kohn-Sham gap, eV: 6.915
Charge: -1
Maximum force, eV/Å: 4.8
LUMO level, eV: 3.96
ΔE to the lowest compared entry with this formula, charge and spin, kcal/mol: 58.5

5.
The following is a DFT calculation (the ωB97M-V functional and the def2-TZVPD basis) of 11 unconnected molecules or ions with the total composition C21H34Cl30NO4PS.

Geometry as XYZ:
```
92
Properties=species:S:1:pos:R:3
C -3.390 1.390 -4.168
C -2.185 1.884 -3.356
C -2.654 2.877 -2.272
C -1.097 2.460 -4.256
C 0.203 2.814 -3.499
C 0.725 4.198 -3.929
C 1.276 1.729 -3.571
O 1.628 1.325 -2.227
N 1.743 -0.086 -2.114
P 0.145 -0.859 -1.987
S -0.632 -1.476 -3.653
C 2.423 -0.267 -0.832
O 3.620 -0.312 -0.747
O 1.632 -0.360 0.291
C 1.585 0.893 1.038
C 0.167 1.277 1.455
C -0.074 2.792 1.552
O 0.335 3.531 0.409
H -3.054 0.789 -5.012
H -3.996 0.763 -3.511
H -4.016 2.225 -4.487
H -1.767 0.998 -2.874
H -2.139 3.829 -2.406
H -2.319 2.514 -1.297
H -3.729 2.997 -2.255
H -0.898 1.801 -5.104
H -1.495 3.401 -4.652
H -0.065 2.931 -2.446
H -0.078 4.908 -3.741
H 1.050 4.198 -4.967
H 1.528 4.468 -3.240
H 1.025 0.894 -4.220
H 2.176 2.186 -3.996
H 0.336 -1.979 -1.159
H -0.679 0.032 -1.278
H 2.125 0.677 1.961
H 2.123 1.689 0.531
H -0.053 0.869 2.442
H -0.575 0.851 0.783
H -1.150 2.929 1.628
H 0.391 3.232 2.434
H 1.291 3.606 0.379
Cl 7.140 -0.951 -2.043
C 6.375 -1.964 -0.820
Cl 6.330 -3.655 -1.335
Cl 7.217 -1.808 0.726
H 5.356 -1.622 -0.686
Cl -4.887 5.333 0.230
C -5.427 4.109 1.381
Cl -5.706 2.565 0.580
Cl -4.253 3.927 2.688
H -6.360 4.445 1.814
Cl 2.865 -1.547 -3.802
C 3.733 -2.003 -5.275
Cl 5.421 -1.497 -5.172
Cl 3.634 -3.747 -5.554
H 3.279 -1.494 -6.115
Cl -5.726 -0.739 0.061
C -5.985 -1.502 1.632
Cl -4.947 -2.916 1.817
Cl -5.704 -0.350 2.942
H -7.014 -1.828 1.681
Cl -1.696 5.139 3.544
C -0.318 6.219 3.792
Cl -0.616 7.291 5.158
Cl 1.175 5.304 4.042
H -0.200 6.822 2.902
Cl 6.013 -6.720 -2.006
C 4.476 -7.382 -2.577
Cl 3.579 -6.141 -3.442
Cl 4.733 -8.802 -3.589
H 3.902 -7.682 -1.710
Cl 5.174 -8.723 1.376
C 6.422 -7.508 1.660
Cl 5.815 -6.233 2.722
Cl 7.870 -8.249 2.340
H 6.682 -7.062 0.709
Cl -1.587 3.869 9.833
C -1.006 5.312 8.997
Cl -1.288 5.197 7.260
Cl -1.768 6.762 9.655
H 0.061 5.389 9.160
Cl 3.754 -8.294 6.951
C 3.617 -8.704 5.240
Cl 4.458 -10.213 4.888
Cl 1.922 -8.806 4.756
H 4.085 -7.916 4.664
Cl -9.957 -0.023 0.323
C -10.515 -1.211 1.501
Cl -10.864 -2.751 0.719
Cl -9.317 -1.419 2.783
H -11.428 -0.843 1.950
```

Output
Highest occupied orbital energy, hartree: -0.3317
Kohn-Sham gap, eV: 9.090
Structure (SMILES): CC(C)C[C@H](C)CON([PH2]=S)C(=O)OCCCO.ClC(Cl)Cl.ClC(Cl)Cl.ClC(Cl)Cl.ClC(Cl)Cl.ClC(Cl)Cl.ClC(Cl)Cl.ClC(Cl)Cl.ClC(Cl)Cl.ClC(Cl)Cl.ClC(Cl)Cl
Maximum force, eV/Å: 2.7
LUMO level, eV: 0.06

6.
The following is a DFT calculation (the ωB97M-V functional and the def2-TZVPD basis) of a molecular structure, CH20FFe2O13.

Geometry as XYZ:
```
37
Properties=species:S:1:pos:R:3
Fe 0.794 2.992 -0.465
Fe 0.047 0.658 -3.222
F -0.006 2.587 -2.397
C 0.079 0.114 -0.124
O -0.448 -0.712 0.590
O 0.284 -0.088 -1.295
O 0.489 1.145 0.419
O 2.210 0.584 -3.379
H 2.866 0.385 -2.712
H 2.699 0.596 -4.202
O -2.992 -0.651 1.519
H -2.100 -0.559 1.185
H -3.051 -0.007 2.224
O -2.019 0.511 -3.114
H -2.525 -0.113 -2.593
H -2.636 1.213 -3.315
O -0.602 -3.230 -0.531
H 0.251 -3.370 -0.943
H -0.540 -2.359 -0.140
O -2.851 -1.334 -1.419
H -3.511 -1.226 -0.734
H -2.020 -1.384 -0.947
O 1.215 3.821 1.537
H 1.950 3.719 2.142
H 0.689 4.526 1.915
O 2.588 -0.007 1.723
H 1.962 0.580 1.298
H 2.636 0.306 2.626
O -0.098 -2.401 2.950
H 0.615 -2.003 3.449
H -0.214 -1.824 2.195
O -0.404 1.436 3.183
H -1.311 1.131 3.188
H -0.087 1.231 2.303
O 2.331 -2.004 -0.758
H 1.559 -1.457 -0.907
H 2.154 -2.807 -1.248
```

Output
Highest occupied orbital energy (alpha / beta), hartree: -0.2041 / -0.3520
Multiplicity: 10
Kohn-Sham gap (alpha / beta), eV: 4.039 / 7.735
Maximum force, eV/Å: 7.9
LUMO level (alpha / beta), eV: -1.51 / -1.84

7.
The following is a DFT calculation (the ωB97M-V functional and the def2-TZVPD basis) of 3 unconnected molecules or ions with the total composition C4H14NO3.

Geometry as XYZ:
```
22
Properties=species:S:1:pos:R:3
O 2.205 2.717 -0.407
C 2.101 1.817 -1.182
C 1.036 0.694 -1.075
N 0.256 0.864 0.185
C 0.749 -0.126 1.281
C 0.378 -1.555 0.935
H 2.655 1.758 -2.129
H 0.501 0.746 -2.036
H 1.563 -0.265 -1.010
H -0.748 0.659 0.008
H 0.156 1.841 0.459
H 0.599 0.385 2.249
H 1.840 0.132 1.284
H 1.204 -2.100 1.348
H 0.302 -1.730 -0.151
H -0.644 -1.799 1.173
H -2.264 -2.836 -1.355
H -1.908 -2.796 -0.017
O -1.710 -2.245 -0.796
H -3.001 1.319 1.171
H -2.848 1.407 -0.375
O -2.422 1.113 0.440
```

Output
Highest occupied orbital energy, hartree: -0.5239
Kohn-Sham gap, eV: 11.365
Charge: +1
Maximum force, eV/Å: 3.3
LUMO level, eV: -2.89
ΔE to the lowest compared entry with this formula, charge and spin, kcal/mol: 37.3